# 1
This record from the OMol25 dataset describes one molecule with the formula C2H3F3O in a non-equilibrium geometry. The level of theory is wB97M-V/def2-TZVPD.

CARTESIAN COORDINATES (ANGSTROEM)
C -0.0739 0.4630 -0.9980
C -0.2912 -0.1986 0.4174
F -1.1166 0.4771 1.2019
F -0.9404 -1.3995 0.3092
O 0.9722 -0.2121 0.8471
F 1.3957 -1.1037 1.9008
H -0.9451 0.8003 -1.3453
H 0.4446 -0.2208 -1.5083
H 0.5547 1.3943 -0.8247

Cartesian forces (eV/Å) of the 6 atoms listed first:
C 2.1 2.3 5.3
C -2.0 -0.5 -1.8
F -0.4 1.1 0.9
F 1.2 -0.1 -0.2
O 2.9 -0.4 0.5
F -1.3 0.4 -0.3

SMILES: CC(F)(F)OF
net charge: 0
E_HOMO: -12.509 eV
LUMO level: -0.12 eV
maximum force: 6.2 eV/A
gap between HOMO and LUMO: 12.39 eV
ΔE to the lowest compared entry with this formula, charge and spin: 399.1 kJ/mol

Löwdin atomic charge list, values in e, 5 entries: number 1, C, carries 0.089; number 2, C, carries -0.654; number 3, F, carries 0.140; number 4, F, carries 0.109; number 5, O, carries 0.083



# 2
This record from the OMol25 dataset describes one molecule with the formula C5H2O. The level of theory is wB97M-V/def2-TZVPD.

CARTESIAN COORDINATES (ANGSTROEM)
C -0.6204 2.8399 -0.0302
C -0.3791 1.6677 -0.1758
C -0.0941 0.3195 -0.2278
C 0.1640 -0.8612 -0.1703
C 0.4967 -2.2551 0.0742
O 1.5335 -2.5899 0.5979
H -0.8305 3.8704 0.1561
H -0.2700 -2.9913 -0.2241

Cartesian forces (eV/Å) of the 6 atoms listed first:
C 0.1 -0.4 0.0
C -0.1 0.4 0.1
C 0.0 -0.4 0.1
C 0.0 0.5 0.1
C 0.3 -0.1 0.1
O -0.4 0.1 -0.3

SMILES: C#CC#CC=O
net charge: 0
E_HOMO: -10.188 eV
LUMO level: -0.59 eV
maximum force: 0.5 eV/A
gap between HOMO and LUMO: 9.60 eV
ΔE to the lowest compared entry with this formula, charge and spin: 3.5 kJ/mol

Löwdin atomic charge list, values in e, 5 entries: number 1, C, carries 0.148; number 2, C, carries -0.135; number 3, C, carries -0.031; number 4, C, carries 0.063; number 5, C, carries -0.272



# 3
This record from the OMol25 dataset describes a 12-piece molecular cluster, C47H129N11O12 overall in a non-equilibrium geometry. The level of theory is wB97M-V/def2-TZVPD.

CARTESIAN COORDINATES (ANGSTROEM)
C 5.9548 -1.2112 -0.3812
O 6.1068 0.0617 0.2028
C 4.7883 0.7393 0.1449
C 4.6181 1.6245 1.4003
C 5.9054 2.3898 1.7493
N 4.0561 0.7148 2.4626
H 5.4794 -1.1057 -1.3824
H 5.4352 -1.9362 0.2272
H 6.9675 -1.6454 -0.4764
H 4.7351 1.3694 -0.7279
H 4.0562 -0.0518 0.1851
H 3.9089 2.4793 1.3458
H 5.7439 3.0335 2.5845
H 6.1800 3.0490 0.9185
H 6.7549 1.7872 2.0281
H 3.5969 1.1950 3.1905
H 4.6706 0.0413 2.9211
C -2.4990 -3.8257 -0.7044
O -2.3870 -4.7507 -1.7685
C -1.0785 -4.9466 -2.1303
C -0.8771 -6.1485 -3.0292
C -1.3416 -7.4092 -2.3283
N 0.5721 -6.2966 -3.1880
H -1.9030 -2.9172 -0.7814
H -2.1552 -4.2976 0.2542
H -3.5598 -3.5958 -0.5197
H -0.6851 -4.0791 -2.6116
H -0.4246 -5.0503 -1.1903
H -1.4006 -5.9286 -3.9852
H -0.8271 -7.5199 -1.4126
H -1.2699 -8.2843 -2.9522
H -2.4025 -7.3140 -2.0804
H 0.7773 -7.2280 -3.5579
H 0.9766 -5.6460 -3.8652
C -4.1826 -2.5910 -7.9350
O -3.8339 -1.6388 -6.9341
C -2.6822 -2.0163 -6.2151
C -2.5507 -1.2946 -4.8912
C -1.2523 -1.6105 -4.0967
N -3.7428 -1.5520 -3.9813
H -4.6731 -3.4243 -7.4351
H -3.3716 -2.8607 -8.5505
H -4.9480 -2.0825 -8.5908
H -2.7278 -3.1322 -6.0125
H -1.8052 -1.8576 -6.8180
H -2.6035 -0.2358 -5.0791
H -1.3496 -1.1399 -3.1111
H -0.3733 -1.2986 -4.6423
H -1.2267 -2.7199 -4.0353
H -4.6532 -1.3694 -4.3820
H -3.6650 -2.4978 -3.7108
C 1.6313 -2.4248 3.8879
O 0.3379 -1.9464 4.2335
C -0.6915 -2.7242 3.7454
C -1.9518 -1.8943 3.6424
C -3.1378 -2.7716 3.6714
N -2.0392 -0.9294 2.5262
H 2.0966 -2.9829 4.7274
H 2.3095 -1.5912 3.7211
H 1.5816 -3.0786 2.9942
H -0.4810 -3.0924 2.7501
H -0.8921 -3.6029 4.4032
H -1.8994 -1.2873 4.5680
H -3.0607 -3.5840 4.4341
H -3.2435 -3.2020 2.6583
H -4.0876 -2.3145 3.7601
H -2.4630 -1.3724 1.7318
H -1.1621 -0.5306 2.2155
C 0.5952 6.5260 -3.5707
O 0.3740 5.0884 -3.3924
C -0.9504 4.7137 -3.6955
C -1.2117 3.2702 -3.3353
C -2.4887 2.7425 -3.9933
N -1.2214 3.1358 -1.8823
H 0.1349 7.2095 -2.8560
H 0.1893 6.7306 -4.5590
H 1.6586 6.6939 -3.5976
H -1.6645 5.4173 -3.2654
H -1.1527 4.8255 -4.7607
H -0.2933 2.7394 -3.6201
H -2.3979 2.4598 -5.0465
H -3.2888 3.4430 -3.8069
H -2.7096 1.7661 -3.5159
H -1.7937 3.8610 -1.4654
H -0.3192 3.3945 -1.4976
C -6.1198 -1.2449 -0.9190
O -6.4752 -2.0813 0.1863
C -6.3185 -1.4386 1.4488
C -6.6492 -2.4381 2.5854
C -8.0708 -3.0749 2.5031
N -6.6521 -1.8114 3.8908
H -5.1582 -0.7327 -0.9225
H -6.8631 -0.4159 -1.0437
H -6.1630 -1.9824 -1.7180
H -5.2596 -1.0652 1.6613
H -7.0626 -0.6356 1.5453
H -5.9680 -3.2428 2.4754
H -8.1724 -3.7020 3.4033
H -8.1388 -3.7052 1.6102
H -8.8390 -2.2866 2.4932
H -6.7814 -2.4611 4.6652
H -5.9030 -1.2469 4.1431
C 4.4772 5.6859 -2.2062
O 3.4233 6.6275 -2.1491
C 3.0167 6.8932 -0.8485
C 2.7716 5.7639 0.1738
C 1.8303 4.6810 -0.3015
N 2.2762 6.3756 1.4027
H 4.1861 4.6166 -2.0960
H 5.2268 5.8754 -1.4624
H 4.8655 5.7872 -3.2158
H 3.7398 7.4736 -0.3004
H 2.0473 7.3541 -1.0264
H 3.7719 5.2979 0.3471
H 2.1553 3.6096 -0.1254
H 1.7512 4.7156 -1.3745
H 0.8378 4.6894 0.1588
H 2.9139 6.9607 1.8956
H 1.4641 6.9990 1.1927
C 1.8426 0.1710 6.4447
O 2.4134 1.0834 5.4148
C 1.3553 2.0591 5.0571
C 2.0225 3.2535 4.2833
C 2.5734 4.2753 5.2569
N 1.0448 3.7476 3.2864
H 1.0559 -0.4243 5.9907
H 1.4911 0.6820 7.3702
H 2.6677 -0.4679 6.8931
H 0.5403 1.6508 4.4845
H 0.8958 2.4555 5.9550
H 2.8500 2.9276 3.6589
H 3.1850 5.0959 4.8797
H 3.0741 3.7932 6.1221
H 1.6876 4.7242 5.7159
H 1.4536 4.5822 2.8251
H 0.9377 3.0280 2.5597
C 6.1880 0.3659 -4.6053
O 5.2687 -0.5878 -5.1499
C 3.9007 -0.2952 -4.9249
C 3.2687 -1.0224 -3.7127
C 3.7045 -2.4563 -3.6036
N 1.8642 -0.9028 -3.7536
H 7.1894 0.0355 -4.9067
H 6.1608 0.4989 -3.5388
H 6.0279 1.3449 -5.0538
H 3.7693 0.7873 -4.7930
H 3.2959 -0.5695 -5.8285
H 3.7727 -0.5321 -2.8738
H 3.2464 -2.9812 -4.4325
H 3.3661 -2.8694 -2.6592
H 4.8272 -2.5155 -3.6738
H 1.4653 -0.0080 -3.7970
H 1.4179 -1.4650 -3.0859
C -3.3122 1.3233 6.0621
O -2.2312 1.8794 5.3650
C -2.4866 2.2516 4.0553
C -3.1036 3.7072 3.8642
C -3.6170 3.8648 2.4367
N -2.2343 4.7938 4.2776
H -3.0032 1.1720 7.1117
H -3.5693 0.2834 5.7179
H -4.2462 1.8651 6.0917
H -1.5549 2.2804 3.4476
H -3.1852 1.5659 3.6210
H -3.9791 3.7191 4.5253
H -2.7789 3.8679 1.7355
H -4.0839 4.8886 2.2509
H -4.4267 3.1579 2.1333
H -1.2818 4.6709 3.9859
H -2.2335 4.8627 5.2981
C -2.2637 0.4389 -0.3180
O -1.1276 -0.4152 -0.1729
C -0.0268 0.3289 -0.5689
C 1.0753 0.3837 0.4790
C 1.5619 -0.9578 0.9387
N 0.6875 1.2516 1.5838
H -2.3658 0.7232 -1.3684
H -2.0971 1.3871 0.1345
H -3.1223 -0.1650 -0.0424
H 0.4094 -0.1619 -1.4726
H -0.2583 1.3637 -0.7164
H 1.8017 0.9140 -0.1032
H 1.8924 -1.6073 0.1421
H 0.7652 -1.5836 1.4153
H 2.3098 -0.9062 1.7218
H 0.9034 0.8107 2.4801
H -0.3081 1.4655 1.6608
C 3.0922 -6.2445 1.3313
C 2.2086 -5.9087 0.1382
C 2.3234 -4.4570 -0.2544
O 2.5869 -6.7781 -0.9452
H 4.0825 -6.0607 0.9223
H 3.0895 -7.3353 1.5728
H 2.8188 -5.5928 2.1737
H 1.1088 -6.1577 0.2696
H 3.3329 -4.1502 -0.5864
H 2.0077 -3.8526 0.6448
H 1.6515 -4.2746 -1.1026
H 2.0642 -6.5798 -1.7455

Cartesian forces (eV/Å) of the 6 atoms listed first:
C 1.3 0.0 -0.9
O -1.7 0.6 0.1
C 1.4 0.4 1.4
C 0.2 -0.8 1.4
C 0.1 -0.2 -0.4
N 0.7 -0.1 -1.0

SMILES: COC[C@H](C)N.COC[C@H](C)N.COC[C@H](C)N.COC[C@H](C)N.COC[C@H](C)N.COC[C@H](C)N.COC[C@H](C)N.COC[C@H](C)N.COC[C@H](C)N.COC[C@H](C)N.COC[C@H](C)N.CC(C)O
net charge: 0
E_HOMO: -8.384 eV
LUMO level: 0.42 eV
maximum force: 2.9 eV/A
gap between HOMO and LUMO: 8.81 eV
ΔE to the lowest compared entry with this formula, charge and spin: 1.6 kJ/mol

Löwdin atomic charge list, values in e, 5 entries: number 1, C, carries -0.126; number 2, O, carries -0.191; number 3, C, carries -0.156; number 4, C, carries -0.364; number 5, C, carries -0.064



# 4
This record from the OMol25 dataset describes one molecule with the formula C4H5FO2 in a non-equilibrium geometry. The level of theory is wB97M-V/def2-TZVPD.

CARTESIAN COORDINATES (ANGSTROEM)
C 0.9554 -1.7870 -0.0823
C 0.1083 -0.6694 0.3874
F -0.1533 -0.6721 1.6767
C -0.4045 0.2462 -0.4348
C -0.7847 1.3992 0.1060
O -0.8905 1.8247 1.2722
O -1.1396 2.5422 -0.7801
H 0.5025 -2.8445 0.0670
H 1.1968 -1.7465 -1.1039
H 1.9468 -1.7133 0.5684
H -0.4416 -0.0337 -1.5508
H -0.8956 3.4543 -0.1257

Cartesian forces (eV/Å) of the 6 atoms listed first:
C 1.1 -2.0 2.9
C -0.4 -1.5 -0.6
F 0.6 0.1 0.1
C 1.1 -4.4 -3.6
C -3.7 10.7 3.4
O 1.0 -2.7 -1.3

SMILES: C/C(F)=C/C(=O)O
net charge: 0
E_HOMO: -9.740 eV
LUMO level: 0.02 eV
maximum force: 11.8 eV/A
gap between HOMO and LUMO: 9.76 eV
ΔE to the lowest compared entry with this formula, charge and spin: 218.0 kJ/mol

Löwdin atomic charge list, values in e, 5 entries: number 1, C, carries -0.014; number 2, C, carries -0.326; number 3, F, carries 0.138; number 4, C, carries -0.001; number 5, C, carries -0.473